DFT (the ωB97M-V functional and the def2-TZVPD basis) results for a structure of composition C34H58IrN3O3PSe.

The gap between HOMO and LUMO (alpha / beta) comes out at 8.6 / 3.9 eV. As for the multiplicity: 5. The total energy comes out at -124280.2866 eV. The charge is +1. The highest occupied orbital energy (alpha / beta) is -0.3764 / -0.3501 Ha.

Last column: Mulliken spin population.
Cartesian coordinates (Å):
Ir  -1.247  -0.764  -0.764  1.9675
C  5.556  2.265  -1.589  0.0140
C  4.549  2.653  -2.683  0.0123
C  4.865  1.866  -3.964  0.0180
C  4.695  4.145  -2.973  0.0042
C  3.146  2.293  -2.210  0.1039
C  2.847  0.949  -1.918  -0.0543
C  1.602  0.608  -1.471  0.0669
Se  1.195  -1.241  -1.227  0.1288
C  1.583  -1.515  0.623  0.0685
C  2.842  -1.926  0.964  -0.0398
C  3.141  -2.242  2.300  0.1024
C  2.111  -2.139  3.234  -0.0170
C  0.816  -1.730  2.940  0.0817
C  0.532  -1.396  1.582  0.1567
O  -0.640  -0.963  1.227  0.4279
C  -0.193  -1.698  4.096  0.0315
C  -0.337  -3.129  4.643  0.0114
C  0.356  -0.779  5.201  0.0170
C  -1.597  -1.196  3.740  -0.0157
C  4.554  -2.687  2.658  0.0086
C  4.908  -3.939  1.840  0.0169
C  4.697  -3.013  4.143  0.0036
C  5.535  -1.558  2.306  0.0145
C  0.567  1.576  -1.281  0.1937
O  -0.571  1.221  -0.775  0.4360
C  0.843  2.938  -1.612  0.0716
C  2.126  3.231  -2.057  -0.0207
C  -0.164  4.093  -1.535  0.0328
C  -0.300  4.703  -2.942  0.0091
C  0.386  5.155  -0.567  0.0190
C  -1.572  3.718  -1.061  -0.0175
H  6.568  2.514  -1.915  0.0014
H  5.355  2.802  -0.660  0.0005
H  5.531  1.195  -1.374  -0.0017
H  5.852  2.147  -4.335  0.0011
H  4.873  0.788  -3.790  -0.0011
H  4.134  2.078  -4.747  -0.0006
H  5.716  4.347  -3.301  0.0000
H  4.023  4.475  -3.768  -0.0006
H  4.509  4.754  -2.085  -0.0003
H  3.600  0.183  -2.043  -0.0166
H  3.604  -2.006  0.200  -0.0152
H  2.333  -2.395  4.259  -0.0048
H  0.607  -3.522  5.022  0.0005
H  -1.057  -3.137  5.464  0.0009
H  -0.699  -3.807  3.867  -0.0016
H  1.309  -1.127  5.600  0.0004
H  0.495  0.237  4.828  -0.0034
H  -0.354  -0.742  6.030  0.0010
H  -2.088  -1.831  3.002  0.0042
H  -2.193  -1.214  4.655  -0.0001
H  -1.588  -0.176  3.358  0.0009
H  4.196  -4.746  2.028  -0.0009
H  4.917  -3.737  0.768  -0.0011
H  5.903  -4.292  2.118  0.0011
H  4.039  -3.830  4.447  -0.0004
H  5.723  -3.326  4.343  0.0000
H  4.490  -2.146  4.773  -0.0002
H  5.512  -1.317  1.242  -0.0020
H  5.305  -0.649  2.865  0.0002
H  6.553  -1.864  2.556  0.0015
H  2.346  4.260  -2.301  -0.0041
H  0.645  5.102  -3.314  0.0002
H  -0.658  3.959  -3.656  -0.0006
H  -1.019  5.523  -2.915  0.0004
H  1.346  5.556  -0.894  0.0006
H  -0.316  5.987  -0.499  0.0011
H  0.516  4.737  0.434  -0.0039
H  -2.042  2.978  -1.710  0.0091
H  -1.578  3.330  -0.044  -0.0006
H  -2.179  4.626  -1.086  0.0001
C  -6.248  0.428  -0.256  0.0026
N  -4.861  -0.003  -0.444  -0.0034
C  -3.983  0.422  0.642  0.0608
P  -4.536  -1.297  -1.407  0.0068
O  -3.045  -1.561  -1.489  0.0764
N  -5.243  -2.702  -0.950  -0.0010
C  -6.691  -2.888  -0.947  0.0009
C  -4.536  -3.618  -0.054  -0.0087
N  -5.266  -0.922  -2.825  0.0042
C  -5.056  0.414  -3.397  0.0001
C  -5.299  -1.953  -3.874  -0.0005
H  -6.276  1.516  -0.176  0.0009
H  -6.677  0.006  0.657  -0.0002
H  -6.865  0.136  -1.102  -0.0009
H  -3.946  1.512  0.683  0.0009
H  -2.968  0.063  0.464  0.0354
H  -4.312  0.039  1.612  0.0022
H  -7.171  -2.229  -1.665  0.0000
H  -7.117  -2.704  0.044  0.0000
H  -6.917  -3.919  -1.227  0.0000
H  -3.466  -3.433  -0.081  0.0046
H  -4.714  -4.646  -0.373  0.0002
H  -4.892  -3.512  0.975  -0.0006
H  -5.085  1.177  -2.625  0.0001
H  -5.851  0.613  -4.115  0.0001
H  -4.096  0.476  -3.919  0.0004
H  -5.458  -2.938  -3.446  0.0000
H  -4.366  -1.963  -4.444  -0.0002
H  -6.120  -1.731  -4.556  0.0001

Atomic forces in eV per Å
0.23 -0.05 -0.21
0.02 0.01 0.02
-0.06 -0.03 0.02
0.01 0.01 -0.03
0.03 0.04 -0.02
0.03 -0.15 0.05
0.10 0.26 -0.01
-0.02 0.11 -0.04
-0.50 -0.18 -0.22
0.02 -0.05 0.10
0.04 0.03 0.23
0.05 0.04 -0.13
-0.01 0.00 -0.01
0.11 -0.03 0.08
-0.07 0.21 -0.05
0.18 -0.22 0.13
0.02 0.03 -0.05
0.00 -0.01 0.01
-0.02 0.02 0.02
-0.03 0.00 0.03
-0.06 0.01 -0.02
0.01 -0.03 0.01
0.03 -0.02 0.05
0.02 0.02 0.01
0.06 0.01 0.22
0.02 0.03 -0.22
0.10 -0.01 -0.01
0.00 -0.01 0.00
0.03 -0.05 0.02
0.00 0.03 -0.01
-0.02 0.03 0.01
-0.03 0.02 0.01
-0.01 -0.01 0.01
0.00 0.00 -0.02
0.00 0.01 -0.01
-0.01 -0.01 0.01
-0.01 0.02 0.00
0.01 0.01 0.01
-0.02 0.01 0.00
0.01 -0.02 0.01
0.00 -0.02 -0.01
-0.01 0.00 -0.03
-0.01 -0.03 -0.01
-0.01 0.00 -0.02
-0.02 0.01 -0.01
0.02 0.01 -0.01
0.00 0.01 0.01
-0.01 0.00 -0.02
-0.01 -0.01 0.00
0.01 0.00 -0.01
0.02 0.00 0.02
-0.02 0.00 -0.02
0.01 -0.02 0.02
0.01 0.01 0.01
-0.01 0.00 0.02
-0.02 0.01 -0.01
0.02 0.01 -0.01
-0.02 0.00 0.01
0.00 -0.01 -0.02
-0.01 -0.01 0.02
0.00 -0.02 0.00
-0.01 0.00 0.00
-0.01 -0.02 0.00
-0.02 -0.01 0.01
0.00 0.01 0.02
0.02 -0.01 0.00
-0.01 -0.01 0.00
0.01 -0.01 -0.01
-0.01 0.00 -0.01
0.02 0.01 0.00
0.02 0.01 -0.01
-0.01 -0.02 0.01
0.06 0.03 0.00
-0.03 0.16 0.15
-0.05 -0.08 -0.13
0.18 -0.08 -0.07
-0.25 0.08 0.08
-0.02 -0.25 0.11
0.06 -0.03 0.00
-0.08 0.00 -0.02
0.09 0.02 -0.31
-0.05 -0.06 0.00
-0.06 0.07 0.07
0.00 0.00 0.01
0.00 0.00 0.01
0.03 -0.02 -0.01
-0.03 0.00 0.00
-0.03 0.10 0.17
-0.04 0.00 -0.01
0.03 0.03 -0.01
-0.01 0.00 0.01
-0.01 0.00 0.01
0.00 0.03 -0.03
-0.02 0.00 0.00
0.00 0.00 0.01
0.00 -0.01 0.03
-0.01 0.00 0.00
0.01 0.00 0.00
0.01 0.01 0.04
0.01 0.00 0.00
-0.01 0.00 -0.01